Below is a structure of composition C7H13IO, with properties calculated with ωB97M-V with the def2-TZVPD basis set.

**E_LUMO**: 0.734 eV
**Highest occupied orbital energy**: -8.72 eV
**Orbital gap**: 9.45 eV
**Energy above the lowest of the compared OMol25 structures with the same formula, charge and spin**: 38.59 kcal per mole

```
! wB97M-V def2-TZVPD RIJCOSX def2/J DEFGRID3
* xyz 0 1
C 0.3159 -1.1006 -1.3955
C -0.6780 -0.7605 -0.3247
C 0.0335 -0.1310 0.8219
C 1.2993 0.7455 -0.4029
C -1.3518 -2.0265 0.2313
C -0.8803 1.0021 1.3939
C 1.2491 2.2454 -0.5128
O 1.0590 0.0832 -1.5729
I 3.2172 -0.0356 0.3941
H 1.0693 -1.8868 -1.0998
H -0.1263 -1.3605 -2.2611
H -1.4865 -0.0431 -0.7042
H 0.7408 -0.6646 1.4240
H -0.5158 -2.7467 0.6382
H -1.8724 -2.7537 -0.5438
H -2.2276 -1.9552 1.0505
H -1.1559 1.5984 0.5399
H -0.3841 1.5302 2.2002
H -1.7645 0.6447 1.8279
H 1.9446 2.6756 -1.2380
H 1.3244 2.6166 0.4662
H 0.1904 2.3233 -0.9323
*
```

natural (NBO) atomic charge list, values in e, 4 entries: number 1, C, carries -0.05; number 2, C, carries -0.31; number 3, C, carries -0.15; number 4, C, carries 0.28

---

Below is the ion C7H13IOP with charge +1, with properties calculated with ωB97M-V with the def2-TZVPD basis set.

**E_LUMO**: -3.545 eV
**Highest occupied orbital energy**: -12.96 eV
**Orbital gap**: 9.42 eV

```
! wB97M-V def2-TZVPD RIJCOSX def2/J DEFGRID3
* xyz 1 1
C 1.0952 -3.6708 -0.2525
C 0.7311 -2.5320 -0.2493
P 0.1118 -0.9011 -0.1314
C -1.5391 -0.7923 -0.8361
C -2.2748 0.5280 -0.5035
C -2.3397 0.8648 0.9903
I -3.0607 -0.7382 2.2281
O 1.1594 0.0894 -0.7863
C 1.8426 0.9013 0.2452
C 2.9508 1.7157 -0.3773
H 1.4669 -4.6117 0.0863
H 0.0225 -0.6249 1.2403
H -1.5491 -0.9593 -1.9166
H -2.1214 -1.6136 -0.3991
H -1.8229 1.3885 -1.0099
H -3.2774 0.4408 -0.9266
H -1.3845 1.1988 1.3991
H -3.0252 1.7037 1.1039
H 1.0759 1.5418 0.6944
H 2.2572 0.2636 1.0336
H 3.7337 1.0784 -0.7899
H 3.3605 2.4022 0.3645
H 2.5873 2.3270 -1.2074
*
```

natural (NBO) atomic charge list, values in e, 4 entries: number 1, C, carries 0.05; number 2, C, carries -0.53; number 3, P, carries 1.68; number 4, C, carries -0.78

---

Below is an isolated molecule of C7H13N, with properties calculated with ωB97M-V with the def2-TZVPD basis set.

**E_LUMO**: -1.437 eV
**Highest occupied orbital energy**: -6.48 eV
**Orbital gap**: 5.04 eV
**Energy above the lowest of the compared OMol25 structures with the same formula, charge and spin**: 158.11 kcal per mole

```
! wB97M-V def2-TZVPD RIJCOSX def2/J DEFGRID3
* xyz 0 1
C 1.7283 1.3335 1.0878
C 2.0224 -0.2135 1.0041
N 0.1000 -1.2051 -2.1938
C 0.3203 -0.7547 -0.8765
C 1.6138 -0.7740 -0.3643
C -2.8904 0.7155 0.7022
C -2.0808 -0.0028 -0.4242
C -0.6951 -0.2377 -0.0909
H 1.4668 1.5346 2.1302
H 0.8234 1.5474 0.5316
H 2.5850 1.8557 0.6931
H 3.1041 -0.2060 1.1285
H 1.6152 -0.7586 1.8450
H -0.6525 -1.8630 -2.3045
H 0.9340 -1.3954 -2.7229
H 2.2157 -1.5679 -0.8039
H -3.4729 1.6077 0.4521
H -2.1077 1.1136 -0.6380
H -3.6735 0.0445 1.1132
H -2.4542 -0.6579 -1.2305
H -0.5018 -0.1158 0.9617
*
```

natural (NBO) atomic charge list, values in e, 4 entries: number 1, C, carries -0.60; number 2, C, carries -0.46; number 3, N, carries -0.82; number 4, C, carries 0.05

---

Which value of orbital gap does entry 3 give? 5.04 eV

---

What is the formula in the third record? C7H13N

---

Which of these has the lowest highest occupied orbital energy? C7H13IOP

---

The lowest E_LUMO belongs to which entry? C7H13IOP